28
Properties=species:S:1:pos:R:3 method="wB97M-V/def2-TZVPD" de_lowest_ev=0.2644 charge=+1 e_homo_ev="-15.00 / -14.54" multiplicity=2 s_squared=0.75 gap_ha="0.45989 / 0.28723"
C 11.64 4.15 -0.03
C 11.97 3.72 -1.43
C 11.14 4.62 -2.42
N 11.34 4.24 -3.93
C 10.76 2.88 -4.24
C 10.80 5.39 -4.85
C 11.89 6.46 -4.93
C 13.22 5.79 -4.52
C 12.78 4.36 -4.35
H 10.57 4.33 0.10
H 12.06 5.12 0.26
H 11.98 3.33 0.60
H 11.64 2.68 -1.44
H 13.05 3.77 -1.51
H 11.44 5.67 -2.44
H 10.06 4.58 -2.27
H 10.76 2.63 -5.30
H 9.74 2.99 -3.87
H 11.28 2.19 -3.56
H 10.54 4.95 -5.81
H 9.89 5.78 -4.38
H 11.99 6.88 -5.93
H 11.55 7.30 -4.33
H 13.88 5.84 -5.38
H 13.86 6.20 -3.74
H 12.77 3.81 -5.29
H 13.48 3.86 -3.67
Cl 10.66 9.66 -5.39


12
Properties=species:S:1:pos:R:3 method="wB97M-V/def2-TZVPD" de_lowest_ev=1.9136 e_homo_ev="-9.29 / -9.29" gap_ha="0.26583 / 0.26603"
C 2.29 -0.63 -0.43
C -2.44 1.16 0.47
O 0.33 -0.54 1.44
O -0.20 -1.66 -0.70
S -0.07 1.30 -0.83
S 0.47 -0.53 -0.04
Cl -2.67 -0.47 0.30
H 2.50 0.48 -0.58
H 2.64 -1.05 0.49
H 2.35 -1.32 -1.28
H -2.29 1.45 1.49
H -2.92 1.80 -0.34


20
Properties=species:S:1:pos:R:3 method="wB97M-V/def2-TZVPD" de_lowest_ev=4.5157 charge=+2 e_homo_ev="-16.13 / -16.13" gap_ha="0.15949 / 0.15944"
O 0.26 2.94 -2.51
C 0.73 1.89 -2.55
Al -0.48 -1.85 0.64
O -0.10 1.02 0.98
C 0.44 0.06 0.43
C 1.82 -0.56 -1.62
O 1.78 -1.17 -2.61
C 1.56 0.30 -0.50
O 1.97 1.50 -0.74
C -1.98 -0.44 0.11
O -2.79 0.39 0.04
H -1.59 -2.51 1.48
N 0.78 0.32 3.84
C -0.25 -0.53 3.83
N -1.10 -0.37 4.86
S -0.22 -2.02 2.87
H 0.73 1.20 4.34
H 1.44 0.27 3.09
H -1.86 -1.01 5.04
H -1.12 0.54 5.31


Repeat the first record exactly.
28
Properties=species:S:1:pos:R:3 method="wB97M-V/def2-TZVPD" de_lowest_ev=0.2644 charge=+1 e_homo_ev="-15.00 / -14.54" multiplicity=2 s_squared=0.75 gap_ha="0.45989 / 0.28723"
C 11.64 4.15 -0.03
C 11.97 3.72 -1.43
C 11.14 4.62 -2.42
N 11.34 4.24 -3.93
C 10.76 2.88 -4.24
C 10.80 5.39 -4.85
C 11.89 6.46 -4.93
C 13.22 5.79 -4.52
C 12.78 4.36 -4.35
H 10.57 4.33 0.10
H 12.06 5.12 0.26
H 11.98 3.33 0.60
H 11.64 2.68 -1.44
H 13.05 3.77 -1.51
H 11.44 5.67 -2.44
H 10.06 4.58 -2.27
H 10.76 2.63 -5.30
H 9.74 2.99 -3.87
H 11.28 2.19 -3.56
H 10.54 4.95 -5.81
H 9.89 5.78 -4.38
H 11.99 6.88 -5.93
H 11.55 7.30 -4.33
H 13.88 5.84 -5.38
H 13.86 6.20 -3.74
H 12.77 3.81 -5.29
H 13.48 3.86 -3.67
Cl 10.66 9.66 -5.39